# 1
{"formula": "C19H20F3N3O2S", "method": "ωB97M-V/def2-TZVPD", "charge": 0, "smiles": "O=C(NCCc1nccs1)[C@@H]1CCC(=O)N(Cc2cccc(C(F)(F)F)c2)C1", "e_homo_ev": -9.100, "de_lowest_kj_mol": 4.74, "e_lumo_ha": 0.017, "e_tot_ha": -1748.6338, "largest_force_ev_per_a": 0.9, "species": ["O", "C", "N", "H", "C", "H", "H", "C", "C", "N", "C", "C", "S", "H", "H", "H", "H", "C", "C", "H", "H", "C", "C", "O", "N", "C", "H", "H", "C", "C", "C", "C", "C", "C", "C", "H", "H", "H", "C", "F", "F", "F", "H", "H", "H", "H", "H", "H"], "coordinates": [[-2.1863, -0.3322, -1.3383], [-1.2651, 0.4368, -1.1823], [-1.3865, 1.6011, -0.4890], [-0.6418, 2.2766, -0.5721], [-2.6929, 2.1421, -0.2007], [-2.6586, 2.6890, 0.7442], [-3.3747, 1.2933, -0.1098], [-3.1718, 3.0748, -1.3333], [-3.0951, 2.3465, -2.6249], [-2.0136, 2.2233, -3.3137], [-2.1891, 1.4236, -4.3912], [-3.4373, 0.9111, -4.5341], [-4.4528, 1.4527, -3.2609], [-3.8138, 0.2592, -5.2952], [-1.3583, 1.2473, -5.0497], [-4.1941, 3.3927, -1.1316], [-2.5216, 3.9511, -1.3809], [0.1658, 0.1539, -1.6484], [0.1893, -0.9926, -2.6696], [0.4674, -0.6188, -3.6552], [-0.8213, -1.4035, -2.7375], [1.1425, -2.1175, -2.2579], [0.8011, -2.5842, -0.8598], [0.6181, -3.7419, -0.5455], [0.7080, -1.5565, 0.0192], [1.0122, -0.2184, -0.4152], [2.0767, -0.1422, -0.6727], [0.8185, 0.4696, 0.4097], [0.2226, -1.7771, 1.3655], [1.3054, -1.5002, 2.3713], [1.2452, -0.3934, 3.2032], [2.2866, -0.1308, 4.0851], [3.3910, -0.9661, 4.1500], [3.4481, -2.0719, 3.3169], [2.4173, -2.3349, 2.4342], [2.4605, -3.1950, 1.7828], [4.3028, -2.7289, 3.3614], [4.1924, -0.7523, 4.8399], [2.1760, 1.0793, 4.9666], [1.8477, 2.1843, 4.2660], [1.2175, 0.9438, 5.9032], [3.3063, 1.3713, 5.6219], [0.3908, 0.2677, 3.1757], [-0.6518, -1.1434, 1.5465], [-0.0781, -2.8282, 1.4083], [2.1788, -1.7708, -2.2810], [1.0498, -2.9640, -2.9378], [0.5663, 1.0734, -2.0834]]}

# 2
{"formula": "C19H20FN2O", "method": "ωB97M-V/def2-TZVPD", "charge": 1, "e_homo_ev": -12.349, "de_lowest_kj_mol": 68.22, "e_lumo_ha": -0.187, "e_tot_ha": -1020.3244, "largest_force_ev_per_a": 3.0, "species": ["C", "C", "N", "C", "C", "N", "C", "C", "O", "H", "H", "H", "H", "H", "H", "H", "H", "H", "H", "F", "C", "C", "C", "C", "C", "C", "C", "C", "C", "C", "C", "C", "C", "H", "H", "H", "H", "H", "H", "H", "H", "H", "H"], "coordinates": [[2.6515, 1.6013, -0.1553], [2.1282, 0.2212, -0.1660], [0.8848, -0.2144, -0.1093], [0.8638, -1.6826, -0.1608], [2.3065, -2.1345, -0.2949], [3.0301, -0.8480, -0.2742], [4.4164, -0.6958, -0.3602], [5.2474, -1.9417, -0.4872], [4.9827, 0.4074, -0.3277], [3.7392, 1.5551, 0.0167], [2.5143, 2.1071, -1.1256], [2.1855, 2.2158, 0.6233], [0.3844, -2.0964, 0.7380], [0.2937, -2.0187, -1.0355], [2.6001, -2.7483, 0.5631], [2.4716, -2.6700, -1.2434], [4.6381, -2.8571, -0.5771], [5.8935, -1.8129, -1.3810], [5.8898, -1.9881, 0.4181], [-2.3909, 3.9424, -3.8024], [-2.1290, 3.0238, -2.8202], [-0.8047, 2.8646, -2.3863], [-0.5814, 1.9296, -1.3823], [-1.6043, 1.2046, -0.7388], [-1.2036, 0.4120, 0.3924], [-2.1042, -0.3411, 1.2259], [-1.6555, -0.6777, 2.5326], [-2.5267, -1.2260, 3.4579], [-3.8692, -1.4462, 3.1248], [-4.3088, -1.1962, 1.8202], [-3.4255, -0.7278, 0.8503], [-2.9427, 1.5058, -1.1511], [-3.1953, 2.3449, -2.2393], [-0.0041, 3.4804, -2.7879], [0.4302, 1.7696, -1.0336], [-0.3089, 0.7926, 0.9122], [-0.6221, -0.4633, 2.8085], [-2.1738, -1.4632, 4.4748], [-4.5647, -1.8379, 3.8583], [-5.3603, -1.3524, 1.5489], [-3.7525, -0.6491, -0.1824], [-3.8030, 1.1696, -0.5840], [-4.2208, 2.5415, -2.5597]]}

# 3
{"formula": "C19H20FN3O3S", "method": "ωB97M-V/def2-TZVPD", "charge": 0, "smiles": "COc1ccc2nc(-c3ccccc3F)sc2c1.CNC(=O)CNC(C)=O", "e_homo_ev": -8.204, "de_lowest_kj_mol": 0.00, "e_lumo_ha": -0.003, "e_tot_ha": -1624.0989, "largest_force_ev_per_a": 2.4, "species": ["O", "O", "F", "N", "O", "S", "C", "C", "C", "C", "C", "C", "C", "C", "C", "C", "C", "C", "C", "C", "C", "N", "N", "C", "C", "C", "C", "H", "H", "H", "H", "H", "H", "H", "H", "H", "H", "H", "H", "H", "H", "H", "H", "H", "H", "H", "H"], "coordinates": [[1.9630, -1.2067, 3.4837], [1.7549, 2.7347, 2.0541], [-1.6037, 1.7043, 1.4495], [-1.6314, -0.7323, -2.0421], [-2.8847, -6.0416, -0.9061], [-1.7769, -1.0493, 0.5347], [2.4999, -0.3982, 2.7429], [2.2706, 2.3974, 0.9925], [-1.5386, -0.0566, -0.9129], [-0.7422, 4.1805, -1.0719], [-0.6984, 3.4048, -2.2290], [-1.0372, 3.5738, 0.1495], [-2.1108, -3.0142, -2.8183], [-2.4241, -4.3370, -2.4742], [-2.3673, -3.7511, -0.1293], [-0.9492, 2.0314, -2.1595], [-1.3002, 2.2023, 0.2298], [-1.9268, -2.0670, -1.8115], [-2.5638, -4.7234, -1.1339], [-2.0515, -2.4347, -0.4821], [-1.2553, 1.4008, -0.9334], [2.7473, 3.2881, 0.1133], [1.9062, -0.0296, 1.6096], [-3.2703, -6.4243, 0.4209], [3.8632, 0.1590, 3.1013], [2.7344, 4.7378, 0.3161], [2.4053, 0.9176, 0.6036], [-0.5486, 5.2486, -1.1182], [-0.4757, 3.8675, -3.1863], [-1.0631, 4.1641, 1.0606], [-2.0165, -2.7131, -3.8567], [-2.5711, -5.0779, -3.2533], [-2.4538, -3.9926, 0.9232], [-0.9144, 1.4524, -3.0795], [3.1337, 2.9381, -0.7490], [0.9811, -0.4080, 1.4796], [-2.4263, -6.3303, 1.1121], [-4.1012, -5.8082, 0.7801], [-3.5967, -7.4685, 0.4187], [4.5795, -0.0954, 2.3242], [3.7907, 1.2383, 3.2199], [4.1812, -0.2833, 4.0440], [3.6142, 5.1893, -0.1442], [1.8348, 5.1664, -0.1266], [2.7406, 4.9715, 1.3836], [3.4533, 0.7093, 0.3906], [1.8465, 0.7655, -0.3198]]}